Record 1
A 2-piece molecular cluster, C4H8O overall, computed with wB97M-V/def2-TZVPD.

**ΔE to the lowest compared entry with this formula, charge and spin**: 360.6 kJ/mol
**LUMO energy**: 0.9099 eV
**SMILES string**: C=CO.C=C
**Max |F|**: 5.25 eV Å⁻¹
**Gap between HOMO and LUMO**: 0.370 hartree

Each line ends with the Löwdin charge.
Atoms and positions in Å:
C1 -1.992 -4.273 0.071  0.030
C2 -1.840 -4.032 -1.271  -0.262
O1 -2.050 -2.719 -1.565  -0.117
H1 -1.677 -5.291 0.424  0.057
H2 -2.356 -3.883 0.969  0.032
H3 -1.075 -4.381 -1.917  0.092
H4 -2.622 -2.354 -2.376  0.169
C3 1.896 4.175 1.331  -0.092
C4 2.674 4.792 0.441  -0.073
H5 1.272 4.657 2.150  0.066
H6 1.921 3.101 1.580  0.041
H7 2.413 5.820 0.296  0.037
H8 3.435 4.388 -0.132  0.020


Record 2
An isolated ion of composition C12H15N2O and charge +1, computed with wB97M-V/def2-TZVPD.

**Charge**: +1
**ΔE to the lowest compared entry with this formula, charge and spin**: 546.3 kJ/mol
**LUMO energy**: -4.4836 eV
**SMILES string**: C#CCCCC[n+]1ccc(CN=O)cc1
**Max |F|**: 5.44 eV Å⁻¹
**Gap between HOMO and LUMO**: 0.290 hartree

Each line ends with the Löwdin charge.
Atoms and positions in Å:
C1 -4.826 -1.326 -3.300  0.156
C2 -3.784 -0.799 -2.964  -0.122
C3 -2.546 -0.252 -2.451  -0.252
C4 -2.728 0.245 -1.062  -0.182
C5 -1.665 1.261 -0.373  -0.139
C6 -0.248 0.911 -0.680  -0.116
N1 0.177 -0.262 0.126  -0.041
C7 0.332 -1.479 -0.375  0.053
C8 1.026 -2.471 0.448  0.069
C9 1.393 -2.153 1.719  -0.211
C10 2.424 -3.052 2.494  -0.090
N2 3.713 -2.368 2.815  -0.031
O1 4.837 -2.723 2.459  0.049
C11 0.921 -1.053 2.249  0.013
C12 0.354 -0.078 1.444  0.026
H1 -5.746 -1.750 -3.461  0.013
H2 -2.130 0.491 -3.061  0.103
H3 -1.778 -1.067 -2.412  0.116
H4 -2.895 -0.624 -0.435  0.114
H5 -3.607 0.862 -1.040  0.110
H6 -1.912 2.194 -0.893  0.131
H7 -1.869 1.312 0.679  0.102
H8 0.393 1.784 -0.434  0.153
H9 -0.217 0.640 -1.754  0.136
H10 0.262 -1.679 -1.421  0.135
H11 1.309 -3.429 -0.027  0.144
H12 2.572 -3.881 1.804  0.110
H13 1.988 -3.452 3.396  0.132
H14 1.128 -0.853 3.327  0.165
H15 0.038 0.909 1.793  0.157


Record 3
One molecule with the formula C2H4N2P2, computed with wB97M-V/def2-TZVPD.

**ΔE to the lowest compared entry with this formula, charge and spin**: 63.5 kJ/mol
**LUMO energy**: 0.7960 eV
**SMILES string**: Pn1cpcn1
**Max |F|**: 5.17 eV Å⁻¹
**Gap between HOMO and LUMO**: 0.344 hartree

Each line ends with the Löwdin charge.
Atoms and positions in Å:
P1 2.017 0.600 0.021  0.838
N1 0.332 0.260 -0.018  -0.512
C1 -0.633 1.188 -0.013  -0.552
P2 -2.281 0.631 -0.023  0.836
C2 -1.547 -1.066 0.023  -0.499
N2 -0.307 -1.134 -0.058  -0.036
H1 2.493 -0.360 -0.790  -0.153
H2 2.220 -0.271 1.190  -0.075
H3 -0.182 2.214 -0.232  0.066
H4 -2.112 -2.061 -0.101  0.087